Entry 1:
# C5H14N3

A gas-phase ion, C5H14N3 (charge +1) in a non-equilibrium geometry (the ωB97M-V functional and the def2-TZVPD basis, OMol25).

XYZ file:
```
22
Properties=species:S:1:pos:R:3
C 0.7197 -0.5988 -0.2125
C -1.4196 0.1115 -1.4008
C 0.0451 -0.5380 1.1347
C 0.1599 0.7301 3.2967
C 0.3776 -0.7146 -2.7010
N 0.6581 1.5832 1.0638
N 0.3699 0.5714 1.8256
N -0.2764 -0.8343 -1.4000
H 0.9997 0.4641 -0.5115
H 1.5992 -1.2471 -0.3038
H -2.0701 0.1010 -0.5839
H -2.1140 -0.1325 -2.2405
H -0.1518 -1.4718 1.6591
H 1.1350 0.7097 3.8866
H -0.4085 1.6822 3.5134
H -0.5349 0.0136 3.6669
H -0.4480 -0.8577 -3.3766
H 1.0182 0.1920 -2.9338
H 0.9790 -1.5429 -2.9550
H -0.8806 1.1216 -1.6940
H 0.8878 2.4051 1.6380
H -0.6453 -1.7476 -1.3714
```

Computed properties:
ΔE to the lowest compared entry with this formula, charge and spin: 4.865 eV
E_tot: -362.8004 a.u.
Multiplicity: 1
Total charge: +1
Frontier orbital gap: 8.506 eV
Molecular weight: 116.19 g/mol
HOMO: -11.69 eV

Let us look at the Mulliken charges, expressed in e, one per atom: C -0.399; C -0.765; C -0.508; C -0.833; C -0.981; N -0.909; N 0.594; N -0.068; H 0.455; H 0.341; H 0.355; H 0.370; H 0.313; H 0.290; H 0.354; H 0.349; H 0.419; H 0.354; H 0.411; H 0.336; H 0.224; H 0.295

***

Entry 2:
# C5H14N3

2 unconnected molecules or ions with the total composition C5H14N3 in a non-equilibrium geometry (the ωB97M-V functional and the def2-TZVPD basis, OMol25).

XYZ file:
```
22
Properties=species:S:1:pos:R:3
C 0.5884 -2.3747 -1.1360
C 0.2808 -1.9937 0.3128
C 2.0096 -1.6700 1.8289
N 1.3333 -1.1576 0.8872
H -0.1241 -3.1145 -1.5130
H 0.4046 -1.5587 -1.8522
H 1.5990 -2.7410 -1.3071
H 0.1246 -2.9102 0.8811
H -0.6987 -1.5239 0.3791
H 1.8701 -2.7115 2.1113
H 2.7224 -1.0156 2.3200
C -0.7207 1.2825 -0.5536
C -1.4976 2.3327 -0.2624
N -2.8365 2.3497 -0.5896
N 0.7282 1.3681 -0.2295
H -1.0019 0.4374 -1.1556
H -1.0856 3.1906 0.2530
H -3.2265 3.2619 -0.7621
H -3.0462 1.7293 -1.3555
H 1.3278 1.1381 -1.0231
H 0.9760 0.6643 0.5371
H 0.9781 2.3089 0.0737
```

Computed properties:
ΔE to the lowest compared entry with this formula, charge and spin: 2.234 eV
E_tot: -362.8971 a.u.
Multiplicity: 1
Total charge: +1
Frontier orbital gap: 9.987 eV
Molecular weight: 116.19 g/mol
HOMO: -12.85 eV

Let us look at the Mulliken charges, expressed in e, one per atom: C -1.034; C -0.503; C -0.334; N -0.347; H 0.336; H 0.213; H 0.349; H 0.438; H 0.272; H 0.254; H 0.257; C -0.154; C -0.214; N -0.469; N -0.184; H 0.180; H 0.249; H 0.270; H 0.250; H 0.367; H 0.430; H 0.373

***

Entry 3:
# C5H14N3

A gas-phase ion, C5H14N3 (charge +1) in a non-equilibrium geometry (the ωB97M-V functional and the def2-TZVPD basis, OMol25).

XYZ file:
```
22
Properties=species:S:1:pos:R:3
C -0.4273 -0.8119 2.7601
N 0.5581 -1.2172 1.8131
C 1.5197 -0.1960 1.3771
C 0.8547 0.4527 0.1256
N -0.1364 -0.5053 -0.4042
C -0.7600 -0.5167 -1.5410
N -0.8742 0.3250 -2.5832
C -0.4478 1.6093 -2.8055
H -0.7644 0.2018 2.6594
H -1.3843 -1.3389 2.4971
H -0.2581 -1.1108 3.8165
H 0.9595 -2.2132 1.9729
H 2.4880 -0.6956 1.1079
H 1.4595 0.5520 2.1048
H 0.2206 1.3397 0.5927
H 1.4579 0.7240 -0.6611
H -0.2705 -1.1323 0.5750
H -1.4471 -1.3890 -1.6095
H -1.6555 -0.0874 -3.1966
H -1.0428 2.5222 -2.2829
H 0.4921 1.7549 -2.4115
H -0.5418 1.7327 -3.9070
```

Computed properties:
ΔE to the lowest compared entry with this formula, charge and spin: 3.010 eV
E_tot: -362.8686 a.u.
Multiplicity: 1
SMILES string: CNCCN/C=[NH+]\C
Total charge: +1
Frontier orbital gap: 10.787 eV
Molecular weight: 116.19 g/mol
HOMO: -13.51 eV

Let us look at the Mulliken charges, expressed in e, one per atom: C -0.937; N -0.397; C -0.805; C -0.671; N -0.097; C 0.080; N -0.195; C -0.709; H 0.331; H 0.331; H 0.324; H 0.276; H 0.394; H 0.377; H 0.245; H 0.593; H 0.409; H 0.318; H 0.301; H 0.256; H 0.245; H 0.333

***

Please write out number 1 again, unchanged.
# C5H14N3

A gas-phase ion, C5H14N3 (charge +1) in a non-equilibrium geometry (the ωB97M-V functional and the def2-TZVPD basis, OMol25).

XYZ file:
```
22
Properties=species:S:1:pos:R:3
C 0.7197 -0.5988 -0.2125
C -1.4196 0.1115 -1.4008
C 0.0451 -0.5380 1.1347
C 0.1599 0.7301 3.2967
C 0.3776 -0.7146 -2.7010
N 0.6581 1.5832 1.0638
N 0.3699 0.5714 1.8256
N -0.2764 -0.8343 -1.4000
H 0.9997 0.4641 -0.5115
H 1.5992 -1.2471 -0.3038
H -2.0701 0.1010 -0.5839
H -2.1140 -0.1325 -2.2405
H -0.1518 -1.4718 1.6591
H 1.1350 0.7097 3.8866
H -0.4085 1.6822 3.5134
H -0.5349 0.0136 3.6669
H -0.4480 -0.8577 -3.3766
H 1.0182 0.1920 -2.9338
H 0.9790 -1.5429 -2.9550
H -0.8806 1.1216 -1.6940
H 0.8878 2.4051 1.6380
H -0.6453 -1.7476 -1.3714
```

Computed properties:
ΔE to the lowest compared entry with this formula, charge and spin: 4.865 eV
E_tot: -362.8004 a.u.
Multiplicity: 1
Total charge: +1
Frontier orbital gap: 8.506 eV
Molecular weight: 116.19 g/mol
HOMO: -11.69 eV

Let us look at the Mulliken charges, expressed in e, one per atom: C -0.399; C -0.765; C -0.508; C -0.833; C -0.981; N -0.909; N 0.594; N -0.068; H 0.455; H 0.341; H 0.355; H 0.370; H 0.313; H 0.290; H 0.354; H 0.349; H 0.419; H 0.354; H 0.411; H 0.336; H 0.224; H 0.295